No. 1
This record from the Open Molecules 2025 dataset describes C4H8O3S in the gas phase at a distorted geometry. The level of theory is ωB97M-V/def2-TZVPD.

Each line ends with the Löwdin charge.
Atoms and positions in Å:
O1 0.000 -1.253 -1.965  -0.03
C1 0.239 -0.235 -1.053  -0.29
C2 0.401 -0.889 0.425  -0.36
O2 1.596 -1.312 1.002  -0.04
C3 0.121 0.476 0.942  -0.63
S1 -0.882 0.995 2.266  0.78
C4 -0.839 0.597 -0.399  -0.33
O3 -0.989 1.850 -0.959  0.04
H1 0.015 -0.981 -2.926  0.13
H2 1.153 0.165 -1.367  0.15
H3 -0.527 -1.623 0.358  0.19
H4 2.092 -1.936 0.305  0.18
H5 1.015 1.091 0.797  0.13
H6 -0.042 0.521 3.269  -0.10
H7 -1.811 0.121 -0.145  0.16
H8 -1.543 2.413 -0.551  0.03

Forces on atoms 1 to 6 (eV/Å):
-1.00 -0.74 -2.35
-0.24 -3.15 1.60
-1.20 -0.37 -1.18
1.82 -2.99 -3.04
-2.45 1.06 -2.21
0.66 -0.67 2.21

Properties
2S+1 ... 1
HOMO ... -9.11 eV
E ... -21252.6336 eV
Frontier orbital gap ... 9.7 eV
SMILES ... O[C@@H]1[C@@H](O)[C@H](S)[C@H]1O

No. 2
This record from the Open Molecules 2025 dataset describes 2 unconnected molecules or ions with the total composition C2H2O3S at a distorted geometry. The level of theory is ωB97M-V/def2-TZVPD.

Each line ends with the Löwdin charge.
Atoms and positions in Å:
C1 2.451 0.049 -0.249  0.03
C2 1.426 1.133 0.131  -0.12
O1 -2.401 -0.322 -0.913  -0.45
O2 -2.732 -1.919 0.863  -0.42
O3 1.393 -0.320 0.366  -0.06
S1 -2.421 -1.708 -0.493  0.87
H1 1.639 1.711 0.947  0.05
H2 0.645 1.375 -0.652  0.11

Forces on atoms 1 to 6 (eV/Å):
-0.66 0.49 0.06
-0.96 -1.95 -3.70
0.14 -1.17 -0.16
-0.34 -0.77 1.58
0.27 -0.10 0.41
0.25 1.96 -1.41

Properties
2S+1 ... 1
HOMO ... -9.85 eV
E ... -19079.7168 eV
Frontier orbital gap ... 8.6 eV

No. 3
This record from the Open Molecules 2025 dataset describes a molecular structure, C2H6OS5 at a distorted geometry. The level of theory is ωB97M-V/def2-TZVPD.

Each line ends with the Löwdin charge.
Atoms and positions in Å:
C1 0.796 2.856 1.654  -0.42
C2 -0.817 -2.233 -2.413  -0.51
O1 1.059 0.036 -0.247  -0.57
S1 1.145 -2.585 0.825  0.24
S2 -0.821 2.026 1.565  0.41
S3 -1.962 -1.655 -1.041  0.48
S4 -0.501 0.235 2.283  0.24
S5 0.245 -0.954 0.438  -0.07
H1 1.400 2.347 1.035  -0.04
H2 1.196 3.089 2.762  0.11
H3 0.540 3.859 1.337  0.02
H4 -1.668 -2.565 -3.160  0.05
H5 -0.276 -3.197 -2.306  0.03
H6 -0.338 -1.259 -2.732  0.03

Forces on atoms 1 to 6 (eV/Å):
-2.07 2.47 4.59
-2.82 0.44 -0.85
-0.42 0.32 -0.42
-0.46 0.14 0.28
0.18 0.36 0.16
2.28 -0.25 0.27

Properties
2S+1 ... 1
HOMO (spin up / spin down) ... -8.67 / -9.00 eV
E ... -58391.8940 eV
Frontier orbital gap (spin up / spin down) ... 6.6 / 6.5 eV

No. 4
This record from the Open Molecules 2025 dataset describes a molecular structure, C9H12BFNO at a distorted geometry. The level of theory is ωB97M-V/def2-TZVPD.

Each line ends with the Löwdin charge.
Atoms and positions in Å:
B1 1.239 1.422 -0.167  -0.17
C1 -1.601 0.975 -1.109  -0.05
C2 -2.702 0.269 -0.866  0.18
C3 -1.531 0.253 1.356  -0.09
C4 -2.741 -0.437 1.364  0.04
C5 -1.148 0.835 0.181  -0.03
C6 -3.365 -0.409 0.118  -0.27
C7 1.156 2.884 -0.613  0.05
C8 1.313 -1.939 0.114  -0.23
C9 2.197 -0.833 0.705  -0.10
N1 1.433 -1.915 -1.330  0.02
O1 1.797 0.424 0.248  0.20
F1 -4.528 -1.007 -0.098  0.11
H1 -0.926 0.338 2.243  0.12
H2 -3.169 -0.937 2.219  0.13
H3 2.161 3.291 -0.727  0.09
H4 0.636 3.496 0.123  0.10
H5 0.643 3.028 -1.559  0.08
H6 0.270 -1.740 0.373  0.11
H7 1.613 -2.884 0.590  0.13
H8 2.136 -0.829 1.797  0.15
H9 3.238 -0.975 0.397  0.15
H10 0.741 -2.516 -1.761  0.08
H11 2.346 -2.247 -1.622  0.09
H12 -1.207 1.457 -1.975  0.11

Forces on atoms 1 to 6 (eV/Å):
-1.23 1.54 -0.36
-0.34 0.07 -0.56
0.70 0.10 0.79
-0.21 -0.11 0.28
0.06 0.09 -0.29
0.07 -0.05 -0.44

Properties
Charge ... +1
2S+1 ... 1
HOMO (spin up / spin down) ... -12.85 / -12.85 eV
E ... -16448.3212 eV
Frontier orbital gap (spin up / spin down) ... 8.3 / 8.3 eV

No. 5
This record from the Open Molecules 2025 dataset describes a molecular structure, C24H21IrN6O6S3 at a distorted geometry. The level of theory is ωB97M-V/def2-TZVPD.

Each line ends with the Löwdin spin population.
Atoms and positions in Å:
Ir1 0.634 0.809 -0.233  0.56
C1 2.932 -1.479 -4.414  0.00
C2 3.400 -0.034 -4.342  0.00
N1 3.850 0.343 -2.993  0.01
C3 3.048 0.637 -1.973  0.02
S1 1.363 1.059 -2.358  0.15
N2 3.557 0.688 -0.766  0.00
N3 2.612 1.024 0.162  0.00
C4 2.928 1.395 1.358  0.00
C5 4.300 1.368 1.936  0.00
C6 1.759 1.905 2.105  0.01
C7 1.812 2.391 3.387  0.00
C8 0.660 2.919 3.962  0.02
C9 -0.513 2.960 3.233  0.00
C10 -0.521 2.447 1.952  0.02
N4 0.591 1.933 1.415  0.00
H1 2.667 -1.736 -5.439  0.00
H2 2.056 -1.635 -3.781  0.00
H3 3.721 -2.157 -4.084  0.00
H4 2.604 0.649 -4.635  0.00
H5 4.238 0.142 -5.012  0.00
H6 4.779 0.058 -2.715  0.00
H7 5.029 1.149 1.166  0.00
H8 4.342 0.590 2.703  0.00
H9 4.550 2.318 2.411  0.00
H10 2.743 2.348 3.934  0.00
H11 0.685 3.297 4.975  0.00
H12 -1.423 3.366 3.648  0.00
H13 -1.404 2.440 1.336  0.00
O1 -2.083 -1.383 -2.079  0.00
S2 -2.442 -0.591 -0.942  0.00
O2 -2.644 -1.245 0.317  0.00
N5 -1.346 0.653 -0.757  0.01
C11 -1.863 1.881 -1.044  0.01
O3 -1.158 2.885 -0.967  0.06
C12 -3.300 1.809 -1.392  0.00
C13 -4.149 2.847 -1.723  0.00
C14 -5.478 2.538 -1.982  0.00
C15 -5.936 1.224 -1.909  0.00
C16 -5.079 0.179 -1.587  0.00
C17 -3.763 0.507 -1.334  0.00
H14 -3.777 3.862 -1.779  0.00
H15 -6.170 3.327 -2.246  0.00
H16 -6.978 1.011 -2.107  0.00
H17 -5.426 -0.844 -1.540  0.00
O4 -1.267 -0.250 2.910  0.00
S3 -0.120 -1.069 2.682  0.01
O5 0.932 -1.084 3.652  0.00
N6 0.563 -0.676 1.196  0.02
C18 0.599 -1.712 0.348  0.00
O6 0.980 -1.446 -0.813  0.10
C19 0.063 -2.960 0.905  0.00
C20 -0.058 -4.194 0.300  0.00
C21 -0.693 -5.203 1.014  0.00
C22 -1.198 -4.967 2.290  0.00
C23 -1.084 -3.720 2.898  0.00
C24 -0.452 -2.733 2.177  0.00
H18 0.322 -4.358 -0.700  0.00
H19 -0.809 -6.182 0.571  0.00
H20 -1.697 -5.766 2.820  0.00
H21 -1.490 -3.533 3.883  0.00

Forces on atoms 1 to 6 (eV/Å):
0.99 -1.08 -0.25
0.00 0.01 0.04
0.01 0.02 0.21
-0.06 -0.22 -0.19
0.15 0.25 0.01
-0.22 0.33 0.17

Properties
Charge ... +1
2S+1 ... 2
HOMO (spin up / spin down) ... -11.63 / -11.61 eV
E ... -81792.8651 eV
Frontier orbital gap (spin up / spin down) ... 7.3 / 6.1 eV